No. 1
A molecular structure, C46H42BClN7O6S2V. Source: the OMol25 dataset; level of theory: ωB97M-V with the def2-TZVPD basis set.

Geometry as XYZ:
```
106
Properties=species:S:1:pos:R:3:forces:R:3:mulliken_charge:R:1
V 0.7581 -0.4845 0.6117 0.4 -1.0 0.2 -0.409
C 2.4475 -4.9114 2.9350 0.0 0.1 -0.1 -1.554
C 1.7790 -3.5779 2.9472 -0.1 -0.1 0.0 0.842
C 1.0356 -2.9866 3.9486 0.0 0.0 0.2 -1.252
C 0.6498 -1.7389 3.4603 0.2 -0.3 -0.2 -0.532
N 1.1160 -1.6007 2.2019 -0.2 -0.7 1.6 1.207
N 1.8236 -2.7308 1.9098 0.1 0.0 -0.1 0.329
B 2.6547 -2.8141 0.6149 0.0 0.4 0.0 -0.826
N 1.7388 -2.8169 -0.6208 0.1 -0.2 0.0 0.723
N 0.8372 -1.8196 -0.8412 -0.2 -0.5 -0.9 0.807
C 0.2276 -2.0809 -2.0132 0.1 -0.3 0.0 -0.868
C 0.7659 -3.2593 -2.5389 0.0 0.1 -0.1 -1.602
C 1.7071 -3.6971 -1.6296 -0.1 -0.1 -0.1 0.867
C 2.5519 -4.9272 -1.6819 0.0 0.1 0.1 -1.470
C -0.8781 -1.3357 -2.6355 0.0 0.1 0.2 0.449
C -0.9146 -1.2346 -4.0256 0.1 0.0 -0.1 -0.665
C -1.9828 -0.6181 -4.6533 0.0 0.1 -0.1 -0.985
C -3.0374 -0.1194 -3.8999 0.0 0.1 0.0 -1.033
C -3.0175 -0.2382 -2.5182 0.0 -0.1 -0.1 -0.592
C -1.9427 -0.8439 -1.8850 0.1 -0.1 0.1 1.334
N 3.4728 -1.4891 0.5436 0.0 -0.1 0.1 -0.018
N 2.8126 -0.2956 0.5354 0.2 0.2 -0.1 1.431
C 3.7382 0.6741 0.5208 0.2 -0.1 -0.1 -0.328
C 5.0074 0.0846 0.5105 0.1 0.0 0.0 -1.498
C 4.7967 -1.2825 0.5355 0.0 0.1 0.0 0.788
C 5.7941 -2.3917 0.5548 -0.1 0.0 0.0 -1.451
C 3.4472 2.1181 0.5133 -0.1 0.0 0.1 0.182
C 2.2917 2.6389 1.0914 0.2 -0.1 0.0 1.449
C 2.0423 4.0014 1.0852 -0.1 0.0 0.0 -0.782
C 2.9548 4.8677 0.5029 0.0 0.0 0.0 -0.632
C 4.1166 4.3617 -0.0666 0.0 0.0 0.0 -0.892
C 4.3638 2.9986 -0.0587 0.0 0.0 -0.1 -0.737
C -0.0772 -0.6895 4.1786 0.1 0.2 -0.2 0.073
C -1.1048 -1.0157 5.0588 0.0 -0.1 0.0 -0.316
C -1.8086 -0.0135 5.6992 0.0 0.1 0.0 -0.798
C -1.4835 1.3208 5.4787 0.0 0.0 0.0 -0.487
C -0.4411 1.6503 4.6287 0.0 0.0 -0.1 -0.700
C 0.2627 0.6450 3.9850 0.0 -0.1 -0.1 0.096
H 2.2307 -5.4309 3.8652 0.0 0.0 0.0 0.415
H 3.5292 -4.8116 2.8341 0.0 0.0 0.0 0.242
H 2.0825 -5.5158 2.1036 0.0 0.0 0.0 0.265
H 0.8331 -3.3858 4.9294 0.0 0.0 -0.1 0.580
H 3.3646 -3.7707 0.6133 0.0 0.1 0.0 -0.062
H 0.4789 -3.7389 -3.4604 0.0 0.0 0.1 0.644
H 2.2957 -5.4972 -2.5715 0.0 0.0 0.0 0.427
H 2.3810 -5.5552 -0.8065 0.0 0.0 0.0 0.232
H 3.6138 -4.6793 -1.7177 0.0 0.0 0.0 0.241
H -0.1033 -1.6448 -4.6172 0.0 0.1 0.0 0.512
H -1.9966 -0.5299 -5.7334 0.0 0.0 0.0 0.394
H -3.8906 0.3400 -4.3865 0.1 0.0 0.0 0.489
H -3.8712 0.0908 -1.9454 -0.1 0.0 0.1 0.535
H -1.9484 -0.9762 -0.8085 -0.1 0.0 0.0 -0.089
H 5.9599 0.5892 0.5233 -0.1 0.0 0.0 0.580
H 6.7989 -1.9770 0.5266 0.0 0.0 0.0 0.413
H 5.6653 -3.0505 -0.3053 0.0 0.0 0.0 0.234
H 5.6904 -2.9968 1.4565 0.0 0.0 0.0 0.254
H 1.5808 1.9816 1.5672 -0.1 0.0 0.1 -0.305
H 1.1299 4.3745 1.5347 0.0 0.0 0.0 0.476
H 2.7613 5.9328 0.4893 0.0 0.0 0.0 0.419
H 4.8301 5.0335 -0.5261 0.0 0.0 0.0 0.420
H 5.2635 2.6168 -0.5254 0.0 0.0 0.0 0.406
H -1.3783 -2.0538 5.2045 0.0 0.0 0.0 0.425
H -2.6318 -0.2677 6.3548 0.0 0.0 0.0 0.394
H -2.0482 2.1032 5.9719 0.0 0.0 0.0 0.418
H -0.1830 2.6866 4.4520 0.0 0.0 0.0 0.384
H 1.1063 0.8864 3.3464 0.0 0.1 0.0 0.727
C -1.4027 3.5698 -4.2691 0.0 -0.1 0.0 -1.471
C -0.1178 2.8174 -4.0565 -0.1 0.0 -0.1 1.410
C 0.5910 2.2780 -5.1248 -0.1 0.0 0.0 -0.754
C 1.7650 1.5774 -4.9089 -0.1 0.0 0.0 0.060
Cl 2.6219 0.9077 -6.2671 0.0 0.0 0.0 -0.264
C 2.2607 1.3921 -3.6318 0.0 0.0 0.1 -0.788
C 1.5678 1.9365 -2.5620 0.0 0.0 0.0 0.221
C 0.3958 2.6446 -2.7732 -0.2 -0.2 0.1 -0.608
O -0.2159 3.2777 -1.7133 -0.1 0.2 0.3 -0.613
C -1.3205 2.6806 -1.0195 0.4 -0.2 -0.4 -0.130
C -0.7901 2.0448 0.2506 0.1 0.2 0.0 -0.253
O -0.9098 2.5813 1.3175 0.2 -0.2 0.2 -0.417
O -0.0901 0.9135 0.0588 -1.2 2.4 -0.8 1.503
H -1.4870 3.9142 -5.2990 0.0 0.0 0.0 0.492
H -1.4601 4.4264 -3.5979 0.0 0.0 0.0 0.317
H -2.2590 2.9221 -4.0555 0.0 0.1 0.0 0.166
H 0.2179 2.4039 -6.1346 0.0 0.0 0.0 0.435
H 3.1766 0.8361 -3.4741 0.0 0.0 0.0 0.552
H 1.9483 1.8359 -1.5559 0.0 0.0 0.0 0.640
H -1.8611 1.9540 -1.6261 0.1 0.0 -0.1 -0.296
H -1.9725 3.4970 -0.7285 -0.1 0.0 0.0 0.481
O -6.1244 -1.3646 -1.2183 0.1 0.0 0.0 -0.626
S -6.0316 -1.2834 0.2163 0.0 0.2 -0.2 1.183
O -6.9733 -2.0399 0.9879 0.0 0.0 0.1 -0.698
N -4.4803 -1.5942 0.7050 0.0 0.4 0.0 -0.494
C -3.9134 -0.5210 1.2015 0.0 -0.5 0.0 -0.069
S -2.3547 -0.4755 1.8877 0.0 0.1 0.1 0.105
C -4.7761 0.7053 1.2036 -0.1 0.0 0.0 0.641
C -4.4524 1.9842 1.6247 -0.1 0.1 -0.1 -0.235
C -5.4227 2.9751 1.5078 0.1 0.0 0.0 -0.945
C -6.6865 2.6886 0.9977 0.0 0.0 0.0 -0.452
C -7.0106 1.4007 0.5851 -0.1 -0.1 0.0 -0.704
C -6.0342 0.4322 0.6967 0.2 -0.1 0.0 -0.295
H -3.4665 2.1931 2.0212 0.0 0.0 0.0 0.549
H -5.1916 3.9875 1.8200 0.0 -0.1 0.0 0.433
H -7.4262 3.4764 0.9217 0.0 0.0 0.0 0.394
H -7.9927 1.1643 0.1925 0.1 0.0 0.0 0.436
O -1.0676 -3.1702 0.8265 0.0 -0.3 0.1 -0.640
H -1.7104 -3.3569 0.1317 -0.1 0.0 0.1 0.335
H -1.5935 -2.7140 1.5099 0.0 0.1 -0.3 0.183
```
Forces are in eV/Å.

- multiplicity = 3
- net charge = 0
- relative energy (zero: lowest compared OMol25 entry of this formula, charge and spin) (kJ/mol) = 1.4
- LUMO (alpha / beta) (Ha) = -0.030 / -0.015
- gap between HOMO and LUMO (alpha / beta) (Ha) = 0.254 / 0.269
- HOMO level (alpha / beta) (eV) = -7.72 / -7.73


No. 2
A molecular structure, C46H42Cl6CuF12N8O20S4. Source: the OMol25 dataset; level of theory: ωB97M-V with the def2-TZVPD basis set.

Geometry as XYZ:
```
139
Properties=species:S:1:pos:R:3:forces:R:3:mulliken_charge:R:1
Cu 0.9063 0.6601 2.2655 0.3 -0.7 0.4 1.230
C 4.3764 3.2810 3.0887 -1.7 0.6 0.5 0.723
F 5.2389 3.4411 4.0467 -0.2 1.7 1.9 -0.206
F 4.2002 4.3365 2.3056 0.0 0.0 0.6 -0.195
F 4.9225 2.3455 2.4147 -0.3 -2.5 -2.4 -0.218
S 2.5866 2.6416 3.9185 2.2 -1.1 1.8 0.138
O 2.8431 1.2262 4.0177 -0.4 -1.1 -0.9 -0.450
O 2.3762 3.2677 5.2259 0.0 -0.6 -2.7 -0.532
N 1.3757 2.6675 2.6398 2.8 -0.7 2.5 0.307
S 0.8945 4.1253 2.9348 -5.5 7.3 0.5 0.600
O -0.4148 4.2402 3.6346 2.1 -1.5 -1.8 -0.627
O 1.7776 5.1926 3.4753 0.1 -3.1 -1.4 -0.622
C 0.6295 4.7746 1.1299 -1.0 -0.3 1.1 0.585
F 1.0011 3.9297 0.1812 0.3 0.0 0.2 -0.126
F -0.6695 5.0269 0.9746 -0.3 -0.2 -0.1 -0.237
F 1.2554 5.9202 1.0476 0.7 0.3 -0.5 -0.229
C -2.8369 2.0726 0.7837 -0.8 -0.5 0.9 0.604
F -3.2711 2.9423 1.7315 0.7 -0.8 -1.2 -0.161
F -3.8869 1.8030 -0.0257 1.6 0.2 0.7 -0.145
F -1.7815 2.5303 0.1449 -0.6 0.1 -0.1 -0.154
S -2.2808 0.4979 1.8229 -0.8 -1.8 1.2 -0.113
O -1.9218 1.0090 3.1251 0.4 0.3 -1.2 -0.214
O -3.3967 -0.4671 1.8201 2.5 1.8 -0.7 -0.461
N -0.6548 -0.1502 1.1709 -2.4 2.2 1.6 0.688
S -1.0690 -1.0588 -0.0885 -1.2 -2.7 -1.6 0.162
O -1.3120 -2.4625 0.2371 1.0 1.4 0.3 -0.690
O -2.1801 -0.5095 -0.8544 1.4 0.7 0.6 -0.053
C 0.5574 -1.1448 -1.0874 -3.1 1.9 0.3 0.337
F 0.8817 0.0834 -1.5666 0.4 -1.4 0.7 -0.148
F 1.4102 -1.7076 -0.3085 1.9 0.1 0.6 -0.046
F 0.2556 -1.9476 -2.0609 0.2 -0.6 -1.5 -0.178
Cl -6.0684 -2.7436 -1.9678 0.0 0.3 0.1 -0.228
C -5.5888 -2.3912 -0.2615 0.9 -0.2 -0.5 -0.061
C -6.0871 -1.0766 0.3076 1.7 -0.9 0.7 0.375
Cl -7.7736 -1.0816 0.5416 -2.2 0.3 -0.1 -0.213
H -4.4989 -2.3934 -0.2443 0.0 0.2 -0.2 -0.159
H -5.8652 -3.3033 0.2675 -0.5 0.5 0.3 0.422
H -5.7216 -0.1714 -0.1772 -0.2 -0.3 -0.4 -0.086
H -5.6821 -1.0587 1.3195 0.3 0.1 -0.1 0.001
Cl -4.2263 4.3443 6.4143 0.5 0.5 -0.4 -0.262
C -3.1424 4.9610 5.0695 -1.2 -0.3 -0.8 0.115
C -3.9041 6.0328 4.2307 -0.2 -1.2 1.2 -0.527
Cl -2.9180 6.4626 2.8691 0.9 0.8 -0.7 -0.135
H -2.9798 4.0823 4.4454 0.2 0.2 0.1 -0.161
H -2.1865 5.3070 5.4630 -0.3 0.1 0.1 0.332
H -4.1866 6.8583 4.8841 0.2 0.2 -0.4 0.375
H -4.7925 5.6553 3.7243 -0.1 -0.3 0.8 0.287
Cl 1.9325 -1.9951 -7.7112 -0.2 -0.1 0.1 -0.193
C 0.3449 -2.0759 -6.9055 0.1 0.8 2.4 -0.260
C 0.4604 -2.2872 -5.3568 0.8 -0.7 -0.8 -0.164
Cl 1.1198 -3.9726 -5.1946 -0.2 0.3 0.7 -0.217
H -0.2312 -2.9072 -7.3121 -0.1 0.6 -0.2 0.406
H -0.0607 -1.0642 -6.9111 -0.5 -0.2 -1.0 0.061
H -0.4608 -2.1738 -4.7853 -0.4 -0.5 -0.6 0.029
H 1.1083 -1.5930 -4.8216 0.5 -0.1 -0.6 0.320
C -4.6187 3.0212 -3.2542 1.7 1.5 3.1 -0.403
C -3.7983 4.1480 -3.1437 -0.1 1.2 -1.7 -0.459
C -3.5020 4.9278 -4.3037 0.1 -0.5 0.6 -0.491
C -3.8918 4.4276 -5.5094 -2.2 -3.2 -1.2 -0.133
C -4.6295 3.1752 -5.5820 1.1 1.8 -0.6 -0.135
C -5.0439 2.5442 -4.4327 -0.2 -0.7 -2.0 -0.580
N -3.5777 5.0721 -6.8063 1.7 0.8 -1.4 0.950
O -3.8736 4.6029 -7.9106 -0.6 -0.5 1.9 -0.589
O -2.8780 6.0755 -6.7465 -0.5 -0.1 0.7 -0.590
H -4.7758 2.5248 -2.3079 -0.4 -0.3 -0.1 0.411
H -3.3934 4.5214 -2.2148 -0.2 -0.3 0.2 0.510
H -2.9389 5.8483 -4.3494 0.1 0.1 0.6 0.478
H -4.7531 2.7062 -6.5470 -0.4 0.2 -0.1 0.514
H -5.6007 1.6207 -4.4926 -0.1 0.0 0.0 0.506
C -1.6588 1.1286 8.8193 1.6 -0.7 -2.2 -0.661
C -1.7095 1.6297 7.4813 -0.5 -0.3 2.1 -0.419
C -1.2306 0.9028 6.4127 0.2 0.8 -0.9 -0.039
C -0.4987 -0.2491 6.6159 -0.4 -0.4 -0.5 0.201
C -0.4005 -0.7478 7.8786 0.0 -1.2 1.3 -0.555
C -1.0110 -0.1237 8.9535 -0.1 1.6 0.5 -0.432
N 0.0715 -0.9971 5.4636 -0.3 1.7 -1.7 0.992
O 0.0275 -0.4558 4.3553 -0.3 1.2 0.2 -0.451
O 0.5456 -2.0774 5.5346 0.6 -1.9 1.9 -0.562
H -1.8977 1.7829 9.6447 -0.4 -0.3 0.1 0.410
H -2.1565 2.6043 7.3525 -0.1 0.0 -0.4 0.225
H -1.3662 1.3105 5.4219 0.1 -0.1 -0.1 0.462
H 0.1024 -1.6613 8.1598 0.3 -0.1 -0.6 0.438
H -0.7972 -0.5444 9.9250 -0.3 0.0 0.2 0.336
C 7.2980 -0.0379 -1.4843 -1.5 -0.7 0.0 -0.646
C 6.3539 -0.8000 -0.7659 0.9 0.4 -0.3 -0.405
C 5.1180 -0.3057 -0.3803 0.1 -0.8 -0.5 -0.065
C 4.7757 0.9610 -0.7992 1.1 2.0 0.2 0.064
C 5.6861 1.7522 -1.5500 -1.2 -0.9 0.7 -0.767
C 6.8663 1.1884 -1.9819 0.5 0.3 0.2 -0.422
N 3.5284 1.6382 -0.3772 -1.7 0.9 -3.1 0.991
O 2.7727 1.0920 0.3711 -0.3 -1.8 2.4 -0.236
O 3.1093 2.6092 -1.0166 1.9 -0.3 0.4 -0.575
H 8.2682 -0.4702 -1.6799 0.0 0.1 -0.3 0.408
H 6.5573 -1.8308 -0.5159 0.3 0.0 0.2 0.348
H 4.5264 -1.0653 0.1091 -0.7 0.6 0.3 0.429
H 5.4912 2.7930 -1.7626 -0.4 -0.1 -0.2 0.443
H 7.4210 1.7908 -2.6860 0.6 -0.1 0.2 0.395
C -5.0346 -1.0579 -6.6061 -0.6 0.6 1.0 -0.588
C -4.1165 -0.3514 -7.3658 2.0 0.1 0.7 -0.694
C -2.9259 0.1538 -6.7406 -1.6 0.7 -0.6 -0.498
C -2.7099 -0.0276 -5.3955 -0.2 -0.6 1.7 0.092
C -3.5892 -0.8039 -4.6279 -1.6 0.5 -1.0 -0.172
C -4.8146 -1.2081 -5.2449 2.5 0.0 1.2 -0.243
N -1.5203 0.6034 -4.6643 1.0 -0.9 -1.8 0.925
O -1.3058 0.3475 -3.5093 -1.0 -0.1 0.6 -0.204
O -0.6988 1.1773 -5.3672 -0.7 0.3 -0.2 -0.624
H -6.0508 -1.3446 -6.8329 0.1 -0.1 -1.2 0.382
H -4.1434 -0.1654 -8.4293 -0.6 0.0 0.0 0.453
H -2.3943 0.9344 -7.2645 0.6 -0.4 -0.2 0.543
H -3.5088 -0.9589 -3.5621 0.5 0.1 0.1 0.391
H -5.5116 -1.6768 -4.5659 -0.3 -0.1 -0.3 0.221
C 5.8670 -6.0807 -3.4381 -1.9 0.5 0.8 -0.451
C 4.4373 -6.0467 -3.4508 1.5 0.0 -0.4 -0.565
C 3.7085 -5.3984 -2.4740 -0.7 -0.3 0.7 -0.218
C 4.3406 -4.8400 -1.3527 1.3 -0.4 -0.8 0.004
C 5.7230 -4.9157 -1.2865 0.2 -0.5 -0.5 -0.197
C 6.4710 -5.5558 -2.3233 -0.1 1.0 1.1 -0.691
N 3.6238 -4.2786 -0.1823 0.1 -0.1 0.3 1.215
O 4.3065 -3.7233 0.6927 -0.9 -0.4 -1.0 -0.630
O 2.4203 -4.4592 -0.1214 0.8 0.3 -0.1 -0.546
H 6.4182 -6.4783 -4.2774 0.0 -0.2 0.1 0.419
H 3.9898 -6.5893 -4.2704 -0.6 0.3 0.0 0.387
H 2.6287 -5.4082 -2.4921 -0.1 0.0 -0.2 0.493
H 6.1829 -4.5011 -0.4016 0.3 -0.1 -0.1 0.427
H 7.5443 -5.5949 -2.2104 0.1 0.1 0.0 0.367
C 1.8171 -5.9735 4.2368 0.9 0.3 1.0 -0.310
C 2.8903 -5.2930 4.8116 -0.7 0.6 -0.5 -0.607
C 3.1282 -3.9784 4.4462 1.4 0.0 -0.1 -0.674
C 2.4480 -3.3551 3.3963 -0.8 -1.7 0.3 0.262
C 1.3716 -4.0673 2.8426 -0.4 0.7 0.1 0.091
C 0.9824 -5.3218 3.3534 0.9 0.0 -0.6 -1.147
N 2.8751 -2.0154 2.9745 -0.5 0.9 0.8 0.664
O 3.9288 -1.6392 3.4620 -1.5 0.2 -1.5 -0.606
O 2.0815 -1.3083 2.2548 1.5 -1.2 1.1 0.565
H 1.7192 -6.9984 4.5630 -0.6 -0.1 -0.2 0.400
H 3.5098 -5.7557 5.5657 0.0 0.0 0.0 0.428
H 4.0011 -3.5388 4.9057 -0.2 0.5 0.0 0.441
H 0.8353 -3.6080 2.0254 -0.3 0.0 0.0 0.505
H 0.1530 -5.9139 2.9956 -0.2 0.5 -0.5 0.468
```
Forces are in eV/Å.

- multiplicity = 2
- net charge = 0
- LUMO (alpha / beta) (Ha) = -0.056 / -0.166
- gap between HOMO and LUMO (alpha / beta) (Ha) = 0.303 / 0.193
- HOMO level (alpha / beta) (eV) = -9.77 / -9.77